10 unconnected molecules or ions with the total composition C30H80O10, computed with wB97M-V/def2-TZVPD.

Computed properties:
Net charge: 0
Spin multiplicity: 1
SMILES string: CC(C)O.CC(C)O.CC(C)O.CC(C)O.CC(C)O.CC(C)O.CC(C)O.CC(C)O.CC(C)O.CC(C)O
Kohn-Sham gap in Ha: 0.3730

Structure (XYZ):
```
120
Properties=species:S:1:pos:R:3:lowdin_charge:R:1
C 6.333 2.314 -5.987 -0.06
C 6.827 2.011 -4.535 -0.45
C 5.934 1.048 -3.805 -0.08
O 8.121 1.375 -4.553 -0.07
H 6.757 3.179 -6.497 0.07
H 5.285 2.600 -6.071 0.07
H 6.420 1.493 -6.698 0.07
H 6.834 2.972 -4.022 0.13
H 6.282 0.625 -2.862 0.08
H 5.664 0.193 -4.425 0.08
H 5.041 1.620 -3.551 0.08
H 8.150 0.606 -5.127 0.08
C -1.813 4.291 5.269 -0.05
C -1.026 3.950 3.970 -0.44
C 0.068 5.018 3.510 -0.05
O -0.233 2.814 4.327 -0.07
H -2.204 5.297 5.122 0.07
H -1.206 4.080 6.149 0.08
H -2.724 3.706 5.394 0.06
H -1.733 3.885 3.144 0.12
H 0.849 4.644 2.848 0.07
H 0.544 5.426 4.402 0.07
H -0.389 5.926 3.114 0.06
H 0.261 2.447 3.591 0.08
C -0.408 -1.679 1.267 -0.06
C 0.802 -0.990 0.655 -0.51
C 0.984 -1.223 -0.882 -0.05
O 0.712 0.374 0.864 -0.04
H -0.400 -2.764 1.162 0.08
H -1.281 -1.427 0.665 0.07
H -0.591 -1.391 2.302 0.08
H 1.727 -1.369 1.090 0.13
H 1.950 -0.816 -1.182 0.07
H 0.141 -0.731 -1.367 0.07
H 0.995 -2.252 -1.241 0.07
H -0.088 0.686 0.435 0.09
C -3.066 -1.622 7.041 -0.06
C -4.348 -0.943 7.615 -0.41
C -5.357 -0.324 6.518 -0.06
O -5.122 -2.053 8.143 -0.08
H -2.435 -2.064 7.812 0.07
H -2.490 -0.980 6.375 0.07
H -3.419 -2.427 6.396 0.07
H -4.029 -0.105 8.235 0.12
H -4.929 0.378 5.803 0.06
H -6.209 0.199 6.953 0.06
H -5.842 -1.161 6.016 0.07
H -6.001 -1.752 8.383 0.08
C -2.050 3.739 -3.156 -0.08
C -2.157 3.813 -1.654 -0.49
C -3.256 4.781 -1.218 -0.06
O -2.452 2.513 -1.167 -0.06
H -2.865 3.227 -3.668 0.08
H -1.158 3.239 -3.534 0.07
H -1.862 4.745 -3.531 0.08
H -1.169 4.106 -1.298 0.14
H -4.118 4.774 -1.885 0.08
H -2.906 5.810 -1.133 0.08
H -3.535 4.566 -0.187 0.08
H -3.388 2.380 -1.337 0.07
C 1.800 -0.508 -6.968 -0.08
C 1.911 -2.029 -7.144 -0.46
C 0.857 -2.594 -8.136 -0.05
O 3.236 -2.227 -7.618 -0.07
H 2.478 -0.166 -6.186 0.07
H 0.801 -0.256 -6.614 0.07
H 1.910 0.115 -7.856 0.08
H 1.899 -2.369 -6.108 0.13
H 0.801 -3.682 -8.178 0.07
H 0.823 -2.174 -9.141 0.08
H -0.144 -2.257 -7.866 0.07
H 3.216 -2.252 -8.577 0.08
C -6.731 0.887 0.416 -0.04
C -7.243 0.653 -1.103 -0.43
C -8.649 1.358 -1.301 -0.06
O -6.231 1.118 -1.992 -0.06
H -6.377 1.877 0.703 0.07
H -5.923 0.183 0.618 0.06
H -7.501 0.617 1.139 0.06
H -7.346 -0.423 -1.244 0.12
H -9.104 1.196 -2.278 0.07
H -8.552 2.435 -1.158 0.07
H -9.352 1.063 -0.522 0.07
H -6.637 0.841 -2.816 0.08
C 5.640 2.504 2.208 -0.05
C 6.074 3.578 3.165 -0.53
C 7.077 3.069 4.186 -0.07
O 6.763 4.640 2.529 -0.06
H 4.987 1.878 2.817 0.09
H 6.564 2.135 1.762 0.09
H 5.008 3.021 1.486 0.08
H 5.258 4.115 3.649 0.14
H 7.455 3.925 4.745 0.08
H 7.879 2.462 3.766 0.08
H 6.616 2.396 4.910 0.08
H 7.514 4.237 2.088 0.08
C -3.952 -3.662 -2.027 -0.06
C -4.682 -4.551 -3.014 -0.52
C -4.579 -4.113 -4.504 -0.04
O -4.282 -5.859 -2.818 -0.04
H -3.816 -3.903 -0.973 0.08
H -4.427 -2.680 -2.039 0.07
H -2.955 -3.431 -2.400 0.07
H -5.741 -4.546 -2.757 0.13
H -5.216 -4.744 -5.124 0.08
H -3.547 -4.193 -4.846 0.07
H -4.818 -3.062 -4.666 0.07
H -3.347 -5.938 -3.019 0.09
C 3.882 -5.465 2.534 -0.05
C 4.745 -6.388 3.381 -0.52
C 5.662 -5.725 4.425 -0.06
O 4.008 -7.355 4.084 -0.05
H 3.793 -6.046 1.616 0.07
H 4.350 -4.520 2.257 0.08
H 2.899 -5.342 2.987 0.08
H 5.442 -6.899 2.717 0.13
H 6.291 -5.057 3.836 0.07
H 6.361 -6.433 4.871 0.08
H 5.072 -5.225 5.193 0.08
H 3.661 -7.002 4.906 0.09
```

A molecular structure, C30H82HfN4O18S, computed with wB97M-V/def2-TZVPD.

Computed properties:
Net charge: 0
Spin multiplicity: 1
Kohn-Sham gap in Ha: 0.2441

Structure (XYZ):
```
136
Properties=species:S:1:pos:R:3:lowdin_charge:R:1
Hf 0.350 -1.414 3.634 2.09
C -0.182 0.397 0.067 -0.07
C 0.815 0.849 1.115 -0.37
O 0.515 0.512 2.437 -0.37
H -1.210 0.699 0.305 0.05
H -0.191 -0.696 0.040 0.05
H 0.011 0.875 -0.896 0.08
H 1.090 1.905 0.994 0.08
H 1.803 0.409 0.886 0.09
C 1.235 -3.269 -0.390 -0.10
C 0.133 -3.531 0.637 -0.40
O 0.082 -2.735 1.768 -0.39
H 1.097 -4.001 -1.193 0.07
H 2.247 -3.435 -0.025 0.06
H 1.165 -2.274 -0.828 0.04
H 0.316 -4.575 0.940 0.11
H -0.784 -3.598 0.030 0.10
S 1.959 -0.750 6.087 0.28
O 1.947 -0.262 4.685 -0.48
O 0.856 -1.775 5.814 -0.48
O 3.195 -1.413 6.417 -0.30
O 1.613 0.266 7.036 -0.28
C -4.110 -5.109 5.047 -0.12
O -4.817 -5.829 4.073 -0.21
C -4.031 -6.359 3.012 -0.20
C -3.144 -5.363 2.262 -0.23
N -3.907 -4.516 1.368 -0.04
C -4.712 -3.498 2.050 -0.20
C -5.176 -2.452 1.070 -0.23
O -4.085 -1.643 0.643 -0.21
C -4.533 -0.488 -0.038 -0.11
H -3.269 -5.749 5.353 0.09
H -4.765 -4.938 5.897 0.09
H -3.679 -4.159 4.714 0.06
H -4.649 -6.883 2.289 0.13
H -3.379 -7.062 3.552 0.12
H -2.475 -6.045 1.723 0.12
H -2.372 -4.860 2.857 0.11
H -3.305 -4.042 0.705 0.09
H -4.174 -2.974 2.850 0.11
H -5.605 -4.008 2.411 0.13
H -5.992 -1.841 1.476 0.12
H -5.656 -2.926 0.202 0.13
H -5.291 0.046 0.547 0.09
H -5.082 -0.704 -0.963 0.09
H -3.680 0.146 -0.266 0.07
C -1.743 3.636 -0.146 -0.11
O -1.036 4.174 -1.227 -0.22
C -1.832 4.821 -2.207 -0.20
C -0.881 5.204 -3.339 -0.19
N -0.783 4.165 -4.380 -0.04
C -0.450 2.855 -3.798 -0.22
C 0.011 1.926 -4.921 -0.23
O 1.234 2.430 -5.409 -0.19
C 1.756 1.676 -6.477 -0.11
H -2.454 2.848 -0.435 0.08
H -2.296 4.390 0.425 0.09
H -1.021 3.195 0.543 0.07
H -2.323 5.691 -1.763 0.13
H -2.541 4.074 -2.584 0.12
H 0.106 5.514 -2.979 0.11
H -1.300 6.102 -3.804 0.11
H 0.020 4.403 -4.952 0.10
H -1.223 2.413 -3.174 0.11
H 0.454 2.945 -3.175 0.11
H -0.773 1.971 -5.687 0.13
H 0.118 0.915 -4.513 0.10
H 1.757 0.587 -6.400 0.08
H 2.806 1.979 -6.543 0.09
H 1.351 2.016 -7.437 0.09
C 2.967 -1.887 -3.702 -0.10
O 2.984 -2.181 -5.084 -0.19
C 3.316 -3.518 -5.392 -0.21
C 2.101 -4.430 -5.212 -0.21
N 0.987 -3.929 -5.999 -0.06
C -0.358 -4.215 -5.520 -0.19
C -0.653 -3.594 -4.155 -0.24
O -0.831 -2.198 -4.227 -0.17
C -0.822 -1.595 -2.950 -0.11
H 2.436 -2.615 -3.082 0.07
H 2.460 -0.928 -3.586 0.09
H 4.010 -1.815 -3.373 0.09
H 4.155 -3.936 -4.824 0.12
H 3.629 -3.506 -6.437 0.13
H 1.905 -4.530 -4.136 0.09
H 2.304 -5.434 -5.598 0.12
H 1.037 -2.921 -6.096 0.10
H -0.510 -5.297 -5.502 0.12
H -1.111 -3.822 -6.205 0.12
H 0.064 -3.899 -3.386 0.09
H -1.606 -4.036 -3.818 0.12
H 0.219 -1.519 -2.613 0.06
H -1.514 -2.010 -2.218 0.09
H -0.982 -0.534 -3.164 0.07
C -3.487 4.268 3.104 -0.15
O -2.185 4.765 3.044 -0.19
C -1.266 3.816 3.560 -0.23
C 0.148 4.338 3.350 -0.21
N 1.156 3.370 3.722 -0.03
C 2.408 3.656 3.037 -0.20
C 3.508 2.742 3.534 -0.22
O 3.966 3.177 4.800 -0.17
C 5.176 2.608 5.208 -0.13
H -3.655 3.415 2.431 0.08
H -4.195 5.034 2.781 0.09
H -3.807 4.005 4.120 0.09
H -1.386 2.840 3.064 0.11
H -1.519 3.695 4.620 0.13
H 0.197 5.244 3.962 0.13
H 0.206 4.660 2.298 0.11
H 0.835 2.444 3.454 0.07
H 2.700 4.690 3.220 0.13
H 2.330 3.449 1.961 0.08
H 4.355 2.806 2.834 0.12
H 3.191 1.692 3.568 0.11
H 5.176 2.556 6.301 0.09
H 6.025 3.294 5.066 0.08
H 5.435 1.628 4.803 0.09
O -1.780 -0.894 2.656 -0.11
H -1.830 -0.929 1.690 0.05
H -2.629 -0.543 2.946 0.09
O 2.585 -1.620 2.629 -0.11
H 2.925 -1.594 1.707 0.02
H 3.359 -1.505 3.193 0.08
O 3.615 -1.335 0.146 -0.04
H 3.658 -0.569 -0.436 0.07
H 4.526 -1.643 0.213 0.08
C 2.389 4.089 -0.693 -0.09
C 3.863 4.306 -0.390 -0.32
O 4.056 5.431 0.473 -0.08
H 2.197 3.048 -0.966 0.07
H 2.168 4.696 -1.576 0.07
H 1.681 4.373 0.081 0.06
H 4.479 4.367 -1.292 0.11
H 4.267 3.436 0.137 0.10
H 3.845 6.181 -0.094 0.08
```

9 unconnected molecules or ions with the total composition C30H83ClN7O12, computed with wB97M-V/def2-TZVPD.

Computed properties:
Net charge: -1
Spin multiplicity: 1
Kohn-Sham gap in Ha: 0.2794

Structure (XYZ):
```
133
Properties=species:S:1:pos:R:3:lowdin_charge:R:1
Cl 2.663 29.122 10.750 0.57
O 2.608 29.004 12.148 -0.38
O 1.298 29.141 10.297 -0.41
O 3.250 30.401 10.438 -0.40
O 3.311 28.004 10.126 -0.39
C -0.362 24.298 4.990 -0.08
C -0.080 22.997 4.261 -0.39
C 0.030 21.751 5.308 -0.15
O -1.286 21.219 5.578 -0.24
C -1.276 19.911 6.214 -0.08
N -1.273 22.762 3.427 0.03
H 0.158 24.313 5.948 0.08
H -1.415 24.369 5.264 0.07
H -0.157 25.135 4.323 0.09
H 0.814 23.231 3.683 0.12
H 0.366 22.086 6.289 0.11
H 0.736 20.952 5.081 0.11
H -1.086 19.195 5.414 0.09
H -2.230 19.737 6.713 0.08
H -0.568 19.730 7.023 0.08
H -1.383 21.934 3.994 0.02
H -1.934 23.337 3.929 0.04
C -4.931 35.364 11.687 -0.03
C -3.722 34.779 12.532 -0.46
C -3.925 33.696 13.623 -0.22
O -4.886 33.968 14.589 -0.22
C -4.822 35.151 15.476 -0.05
N -2.712 34.435 11.622 0.02
H -4.635 36.368 11.384 0.07
H -5.795 35.526 12.332 0.06
H -5.165 34.711 10.846 0.07
H -3.303 35.600 13.113 0.12
H -2.997 33.359 14.086 0.12
H -4.427 32.837 13.178 0.13
H -5.762 35.461 15.933 0.08
H -4.461 35.945 14.823 0.06
H -3.989 34.941 16.147 0.08
H -1.846 34.066 11.987 0.08
H -3.013 33.597 11.144 0.08
C 7.643 28.556 4.256 -0.08
C 6.459 28.819 3.348 -0.44
C 5.910 30.149 3.759 -0.21
O 6.958 31.097 3.477 -0.22
C 7.369 31.933 4.651 -0.05
N 6.966 28.787 1.963 0.04
H 8.034 27.544 4.362 0.08
H 7.287 28.789 5.260 0.08
H 8.484 29.210 4.022 0.08
H 5.658 28.090 3.471 0.14
H 5.309 30.252 4.662 0.14
H 5.140 30.515 3.080 0.12
H 6.613 32.644 4.985 0.08
H 8.210 32.540 4.315 0.08
H 7.631 31.320 5.513 0.08
H 7.646 29.517 2.123 0.05
H 7.566 27.987 1.821 0.06
C -6.913 23.425 20.003 -0.08
C -6.063 23.767 18.815 -0.47
C -4.698 24.269 19.125 -0.23
O -3.828 24.433 17.996 -0.19
C -4.102 25.595 17.250 -0.10
N -5.875 22.451 18.225 0.03
H -7.064 24.278 20.664 0.08
H -6.554 22.587 20.600 0.08
H -7.834 22.982 19.625 0.08
H -6.589 24.461 18.160 0.14
H -4.277 23.640 19.909 0.13
H -4.731 25.220 19.657 0.12
H -3.341 25.478 16.478 0.10
H -4.058 26.461 17.909 0.09
H -5.087 25.539 16.785 0.08
H -5.373 22.737 17.396 0.06
H -5.172 21.903 18.698 0.08
C 6.459 35.168 15.311 -0.07
C 7.701 34.200 15.346 -0.40
C 8.875 34.839 16.029 -0.18
O 9.754 33.749 16.434 -0.20
C 11.165 34.002 16.438 -0.11
N 7.172 33.048 16.097 0.03
H 6.525 35.931 16.086 0.07
H 5.472 34.706 15.305 0.08
H 6.633 35.768 14.417 0.07
H 7.911 33.829 14.343 0.14
H 8.590 35.410 16.913 0.12
H 9.494 35.558 15.493 0.11
H 11.456 34.575 17.318 0.07
H 11.445 34.634 15.595 0.08
H 11.758 33.102 16.605 0.08
H 6.610 32.603 15.385 0.07
H 6.313 33.437 16.457 0.04
C 10.078 27.114 12.407 -0.09
C 9.751 26.699 13.839 -0.45
C 10.226 25.260 14.041 -0.18
O 10.462 24.954 15.469 -0.19
C 10.765 23.577 15.763 -0.11
N 10.559 27.549 14.684 0.05
H 9.574 28.077 12.339 0.09
H 9.680 26.501 11.598 0.08
H 11.133 27.163 12.136 0.08
H 8.690 26.883 14.013 0.14
H 11.132 25.199 13.438 0.11
H 9.503 24.591 13.574 0.12
H 11.785 23.362 15.445 0.07
H 10.146 22.855 15.230 0.08
H 10.731 23.396 16.838 0.08
H 10.816 28.253 14.007 0.05
H 11.413 27.042 14.502 0.06
C 4.952 25.303 19.178 -0.07
C 4.949 26.747 19.808 -0.42
C 4.348 26.763 21.188 -0.26
O 4.441 28.066 21.628 -0.18
C 3.767 28.388 22.810 -0.10
N 6.323 27.133 19.919 0.05
H 5.588 24.543 19.632 0.07
H 5.258 25.267 18.132 0.08
H 3.934 24.915 19.229 0.07
H 4.355 27.314 19.091 0.14
H 4.763 26.077 21.927 0.13
H 3.324 26.392 21.135 0.12
H 2.742 28.114 22.560 0.09
H 3.856 29.459 22.991 0.09
H 4.074 27.890 23.729 0.08
H 6.747 26.259 19.641 0.05
H 6.405 27.038 20.921 0.06
C 1.054 22.352 12.498 -0.10
C -0.464 22.362 12.302 -0.31
O -0.996 21.783 13.485 -0.09
H 1.478 23.206 13.026 0.07
H 1.515 22.446 11.515 0.07
H 1.425 21.493 13.057 0.07
H -0.837 21.796 11.449 0.11
H -0.665 23.422 12.146 0.11
H -1.214 22.537 14.038 0.08
```